No. 1
{"formula": "C48H45BrF14N5O5P2S2", "method": "ωB97M-V/def2-TZVPD", "symbols": ["N", "P", "N", "C", "N", "Br", "C", "C", "C", "C", "C", "C", "C", "C", "N", "P", "N", "O", "S", "O", "O", "C", "F", "F", "F", "S", "O", "O", "C", "F", "F", "C", "F", "F", "F", "H", "H", "H", "H", "H", "H", "H", "H", "H", "H", "H", "H", "H", "H", "H", "F", "C", "C", "C", "C", "C", "C", "H", "H", "H", "H", "H", "F", "C", "C", "C", "C", "C", "C", "H", "H", "H", "H", "H", "F", "C", "C", "C", "C", "C", "C", "H", "H", "H", "H", "H", "F", "C", "C", "C", "C", "C", "C", "H", "H", "H", "H", "H", "F", "C", "C", "C", "C", "C", "C", "H", "H", "H", "H", "H", "F", "C", "C", "C", "C", "C", "C", "H", "H", "H", "H", "H"], "coordinates": [[3.1420, 0.6984, 4.0815], [3.2024, 0.2421, 2.6238], [4.2165, 1.2881, 1.5061], [3.6574, 2.3723, 0.9560], [2.3411, 2.5997, 1.2783], [2.1029, 3.5287, 2.9032], [1.5047, 3.1378, 0.1653], [0.0279, 3.1272, 0.4916], [-0.6683, 1.8009, 0.2525], [-2.0536, 1.7871, 0.2684], [-2.7507, 0.6121, 0.0595], [-2.0680, -0.5702, -0.1688], [-0.6896, -0.5668, -0.1889], [0.0068, 0.6086, 0.0334], [4.3816, 3.2382, 0.1727], [4.4621, 5.0701, 0.8486], [5.8479, 5.5780, 0.0769], [5.0509, 4.7921, 2.3142], [4.4760, 3.2297, -1.5128], [5.8387, 3.3284, -1.8974], [3.5917, 4.2329, -2.0079], [3.8232, 1.5710, -2.1760], [4.6836, 1.1928, -3.0923], [2.6446, 1.7822, -2.7287], [3.7213, 0.6350, -1.2312], [5.9312, 0.9652, 1.3054], [6.3856, 1.3396, 0.0199], [6.5350, 1.5233, 2.4596], [6.2361, -0.9005, 1.4005], [6.0305, -1.3406, 2.6374], [7.5476, -0.9311, 1.1556], [5.5632, -1.7998, 0.3191], [5.9718, -1.3891, -0.8814], [5.9671, -3.0553, 0.4949], [4.2260, -1.7492, 0.3557], [3.6206, 1.5492, 4.3394], [2.0057, 0.1394, 1.9087], [3.8065, -0.9989, 2.4792], [1.6547, 2.4683, -0.6805], [1.8614, 4.1202, -0.1435], [-0.1750, 3.4588, 1.5089], [-0.4424, 3.8637, -0.1618], [-2.6143, 2.6979, 0.4271], [-3.8313, 0.6268, 0.0655], [-2.6202, -1.4841, -0.3327], [-0.1656, -1.4944, -0.3743], [1.0889, 0.5874, -0.0037], [6.5701, 4.8583, 0.1249], [5.6614, 5.7924, -0.8998], [5.8556, 5.3147, 2.4597], [5.4158, 9.2049, 0.9127], [5.8872, 9.6551, -0.2749], [5.7750, 10.9954, -0.5766], [6.2660, 11.4378, -1.7969], [6.8470, 10.5462, -2.6891], [6.9428, 9.2017, -2.3596], [6.4628, 8.7478, -1.1389], [5.3140, 11.6716, 0.1300], [6.1936, 12.4865, -2.0508], [7.2243, 10.8998, -3.6385], [7.3921, 8.5035, -3.0532], [6.5331, 7.7116, -0.8476], [3.2169, -6.5832, -5.0096], [3.8509, -6.3574, -3.8410], [3.9251, -5.0641, -3.3677], [4.5669, -4.8430, -2.1581], [5.1282, -5.8995, -1.4532], [5.0416, -7.1897, -1.9584], [4.3933, -7.4286, -3.1611], [3.4858, -4.2572, -3.9379], [4.6296, -3.8377, -1.7635], [5.6306, -5.7193, -0.5124], [5.4792, -8.0159, -1.4149], [4.3064, -8.4256, -3.5712], [-3.2883, -8.8449, -2.5725], [-2.1010, -8.4757, -3.1020], [-2.0914, -7.5392, -4.1156], [-0.8688, -7.1569, -4.6493], [0.3113, -7.7132, -4.1744], [0.2676, -8.6568, -3.1564], [-0.9461, -9.0447, -2.6068], [-3.0231, -7.1215, -4.4735], [-0.8397, -6.4191, -5.4401], [1.2579, -7.4123, -4.5968], [1.1844, -9.0954, -2.7846], [-1.0039, -9.7723, -1.8089], [-4.3972, 3.5167, 0.7017], [-5.1208, 3.9785, 1.7573], [-4.4952, 4.7871, 2.6823], [-5.2406, 5.2553, 3.7555], [-6.5777, 4.9052, 3.8843], [-7.1778, 4.0866, 2.9364], [-6.4464, 3.6169, 1.8550], [-3.4510, 5.0428, 2.5616], [-4.7736, 5.8959, 4.4915], [-7.1527, 5.2690, 4.7248], [-8.2161, 3.8175, 3.0367], [-6.8936, 2.9829, 1.1016], [-8.7746, 1.7078, 3.2902], [-8.7467, 1.1882, 4.5402], [-9.9316, 0.7874, 5.1205], [-9.8900, 0.2560, 6.4015], [-8.6819, 0.1424, 7.0757], [-7.5065, 0.5585, 6.4660], [-7.5303, 1.0853, 5.1823], [-10.8609, 0.8914, 4.5776], [-10.8068, -0.0703, 6.8734], [-8.6572, -0.2700, 8.0750], [-6.5644, 0.4743, 6.9908], [-6.6281, 1.4122, 4.6829], [-7.1050, -6.1808, -0.4440], [-7.1957, -6.8854, -1.5933], [-6.0349, -7.3278, -2.1934], [-6.1334, -8.0530, -3.3719], [-7.3772, -8.3154, -3.9305], [-8.5285, -7.8558, -3.3059], [-8.4450, -7.1356, -2.1227], [-5.0767, -7.1082, -1.7434], [-5.2369, -8.4134, -3.8527], [-7.4488, -8.8788, -4.8510], [-9.4986, -8.0573, -3.7399], [-9.3279, -6.7730, -1.6144]], "forces_ev_per_angstrom": [[0.3, 0.2, -0.6], [-0.2, 0.1, 1.3], [-0.3, -0.6, -0.6], [0.5, 0.0, 0.1], [-0.2, 0.2, -0.1], [0.0, 0.0, 0.0], [0.2, 0.3, 0.0], [-0.3, -0.2, -0.3], [0.2, 0.1, 0.2], [-0.2, 0.1, 0.0], [-0.1, 0.0, 0.0], [-0.3, -0.1, 0.0], [0.1, -0.3, 0.0], [0.1, 0.1, -0.1], [-0.3, -1.1, -0.1], [-0.8, 1.4, -0.2], [-0.4, -1.0, -0.1], [0.2, -0.3, -0.1], [0.6, 0.6, -0.4], [0.2, -0.4, 0.2], [-0.5, -0.1, 0.3], [0.2, 0.2, -0.3], [0.0, -0.1, 0.1], [0.0, -0.1, 0.2], [-0.1, 0.1, 0.1], [0.9, 0.7, 0.5], [-0.6, -0.2, -0.5], [-0.2, -0.2, 0.4], [0.2, -0.2, 0.0], [-0.3, 0.0, -0.2], [-0.1, 0.1, 0.0], [0.4, -0.2, -0.6], [-0.2, 0.0, 0.3], [-0.3, 0.4, 0.2], [0.2, 0.1, 0.1], [-0.2, -0.1, 0.4], [0.1, 0.0, -0.3], [0.1, 0.0, -0.4], [0.1, 0.0, 0.0], [-0.1, 0.1, 0.2], [0.1, 0.1, 0.0], [0.0, 0.1, 0.0], [0.2, 0.0, 0.0], [-0.1, 0.0, 0.0], [0.0, -0.1, 0.0], [0.1, 0.0, 0.0], [0.1, 0.0, 0.0], [0.3, 0.3, -0.1], [0.2, 0.3, 0.0], [0.1, -0.2, 0.2], [0.0, 0.0, 0.0], [0.0, 0.0, 0.0], [0.0, 0.1, 0.1], [0.0, 0.0, 0.0], [0.0, 0.0, 0.0], [0.0, 0.1, 0.0], [0.0, 0.0, -0.1], [0.0, 0.0, 0.0], [0.0, 0.0, 0.0], [0.0, 0.0, 0.0], [0.0, 0.0, 0.0], [0.1, 0.1, 0.0], [0.1, 0.1, -0.1], [0.0, 0.0, 0.0], [0.0, 0.1, 0.0], [0.0, -0.1, 0.0], [0.0, 0.0, 0.0], [0.0, 0.0, 0.0], [0.0, -0.1, 0.0], [0.0, 0.0, 0.0], [0.0, 0.0, 0.0], [0.0, 0.0, 0.0], [0.0, 0.0, 0.0], [0.0, 0.0, 0.0], [0.1, 0.0, 0.0], [0.0, 0.0, 0.0], [-0.1, 0.1, 0.0], [0.0, 0.0, 0.0], [0.0, 0.0, 0.0], [0.0, 0.0, 0.0], [0.0, 0.0, 0.1], [0.0, 0.0, 0.0], [0.0, 0.0, 0.0], [-0.1, 0.0, 0.0], [0.0, 0.0, 0.0], [0.0, 0.0, 0.0], [-0.3, 0.2, 0.1], [0.0, 0.0, 0.0], [0.1, 0.0, 0.0], [0.0, 0.0, 0.0], [0.0, 0.0, 0.0], [0.1, 0.3, 0.0], [-0.1, -0.1, 0.0], [0.0, 0.0, 0.0], [0.0, 0.0, 0.0], [0.0, 0.0, 0.0], [0.0, 0.0, 0.0], [0.0, 0.0, 0.0], [-0.1, -0.2, 0.0], [0.0, 0.0, 0.0], [-0.1, 0.0, 0.0], [0.0, 0.0, 0.0], [0.0, 0.0, 0.0], [0.0, 0.0, 0.0], [0.1, 0.0, 0.0], [0.0, 0.0, 0.0], [0.0, 0.0, 0.0], [0.0, 0.0, 0.0], [0.0, 0.0, 0.0], [0.0, 0.0, 0.0], [0.0, 0.0, 0.0], [0.0, 0.0, 0.0], [0.1, 0.0, 0.0], [-0.2, 0.0, -0.1], [0.0, 0.0, 0.0], [0.0, 0.0, 0.0], [-0.1, 0.0, 0.0], [0.0, 0.0, 0.0], [0.0, 0.0, 0.0], [0.0, 0.0, 0.0], [0.0, 0.0, 0.0], [0.0, 0.0, 0.0]], "charge": 1}

***

No. 2
{"formula": "C4H13N4O", "method": "ωB97M-V/def2-TZVPD", "symbols": ["C", "C", "N", "N", "N", "H", "H", "H", "H", "H", "H", "H", "H", "C", "C", "O", "N", "H", "H", "H", "H", "H"], "coordinates": [[-2.4413, -0.6533, -0.1375], [-1.1698, 0.8552, 1.2742], [-0.1960, 1.7665, 1.3255], [-1.8160, 0.6502, 0.1431], [-1.5005, 0.2411, 2.4159], [-0.1683, 2.5163, 0.6540], [0.2197, 2.0335, 2.2016], [-1.4099, 1.1231, -0.6468], [-2.3553, -0.2751, 2.5113], [-0.8566, 0.3422, 3.1785], [-2.3719, -0.8715, -1.1978], [-3.4616, -0.6369, 0.2390], [-1.8735, -1.4387, 0.3646], [2.3649, 0.2865, -1.9362], [1.6843, -0.6547, -0.9755], [0.6662, -0.3385, -0.3665], [2.2437, -1.8756, -0.8595], [3.3260, -0.0719, -2.2952], [2.6018, 1.2213, -1.4278], [1.8380, -2.5427, -0.2227], [2.9861, -2.1631, -1.4725], [1.6898, 0.4862, -2.7698]], "forces_ev_per_angstrom": [[0.2, 0.1, 0.5], [-0.2, 0.6, 0.5], [0.2, 0.7, 0.2], [-0.1, -0.4, -0.1], [0.4, -0.1, -0.6], [0.1, -0.3, -0.4], [-0.2, -0.1, 0.2], [0.0, -0.1, -0.1], [0.1, -0.2, 0.0], [-0.3, -0.2, 0.3], [-0.3, 0.2, 0.0], [-0.1, -0.2, -0.4], [0.0, 0.1, 0.0], [0.2, 0.2, 0.1], [0.0, -0.2, -0.2], [0.3, -0.1, -0.1], [0.0, 0.1, 0.1], [-0.1, -0.3, -0.2], [-0.3, 0.1, 0.0], [0.0, 0.0, -0.1], [0.0, 0.0, 0.2], [0.1, 0.0, 0.0]], "charge": 1, "de_lowest_kcal_mol": 13.6}

***

No. 3
{"formula": "H18Na3O13S", "method": "ωB97M-V/def2-TZVPD", "symbols": ["Na", "Na", "Na", "S", "O", "O", "O", "O", "O", "H", "H", "O", "H", "H", "O", "H", "H", "O", "H", "H", "O", "H", "H", "O", "H", "H", "O", "H", "H", "O", "H", "H", "O", "H", "H"], "coordinates": [[2.0851, 1.4388, 1.4608], [1.7768, -1.2786, 1.8208], [-1.0857, -2.4619, -0.7791], [0.0957, -0.0128, -0.0129], [-0.1264, -1.4358, -0.1232], [0.5349, 0.6201, -1.2804], [-1.1400, 0.5531, 0.4858], [1.0874, 0.1458, 1.0445], [-0.1276, 2.1513, 1.3810], [-0.5575, 1.3967, 0.9785], [0.3017, 1.7961, 2.1592], [-1.0531, 0.0162, 2.3795], [-0.2162, 0.3833, 2.6641], [-1.0480, 0.1167, 1.4276], [-2.8610, -0.6005, 0.3927], [-2.8921, -1.1160, -0.4132], [-2.0944, -0.0370, 0.2877], [2.6594, -0.2918, -0.9633], [1.8404, 0.1396, -1.2068], [3.2201, 0.4176, -0.6492], [1.2908, 2.1254, -2.1065], [0.8710, 1.4844, -1.5328], [0.5923, 2.7398, -2.3316], [0.1133, -0.6910, -2.6195], [-0.7940, -0.9820, -2.5275], [0.2726, -0.1530, -1.8440], [0.0588, -2.1201, 1.7345], [0.0540, -1.7370, 0.8573], [-0.8634, -2.1475, 1.9895], [1.8372, -1.9691, -0.1234], [0.9029, -1.7612, -0.1206], [2.2397, -1.2582, -0.6222], [-2.4105, 1.5454, -0.9818], [-1.6706, 1.0818, -0.5894], [-2.8934, 1.9015, -0.2360]], "forces_ev_per_angstrom": [[5.1, 6.8, 1.4], [4.4, -4.5, 4.0], [-8.7, -10.6, -6.2], [4.0, 1.4, 1.4], [-3.4, 14.6, -5.3], [-5.4, -4.0, 15.9], [3.8, 1.5, -10.2], [-5.5, -1.3, -5.2], [3.0, 5.1, 1.8], [0.1, 4.2, 2.1], [-1.1, 1.0, 0.6], [-0.4, -1.5, 7.5], [-0.7, -0.6, 0.9], [-1.1, -2.4, 6.6], [-2.9, -3.8, 0.2], [-1.2, 0.2, -0.4], [-4.0, -1.9, -0.5], [4.9, 6.6, -2.9], [1.6, 0.3, -1.2], [0.8, 0.1, -0.6], [3.6, 6.4, -3.5], [2.6, 8.7, -2.1], [0.1, 0.6, -0.4], [-2.2, -6.5, -5.8], [-0.5, 0.0, -1.2], [-1.6, -4.4, -5.7], [-1.1, -4.8, 6.0], [-0.2, -2.5, 5.5], [-0.1, 0.1, 0.8], [2.2, -6.8, 2.1], [5.9, -3.3, -1.3], [0.9, -2.5, 0.3], [-0.7, 1.3, -2.4], [-2.1, 2.4, -2.4], [-0.4, 0.2, 0.1]], "charge": 1, "de_lowest_kcal_mol": 809.1}

***

| no. | orbital gap (eV) | LUMO level (eV) |
| --- | --- | --- |
| 1 | 4.675 | -5.47 |
| 2 | 10.622 | -2.66 |
| 3 | 8.578 | -5.13 |